1.
This record from the OMol25 dataset describes a gas-phase ion, C2H2F3N2 (charge +1) at a distorted geometry. The level of theory is ωB97M-V/def2-TZVPD.

**Strongest force on any atom**: 0.085 hartree/bohr
**LUMO**: -7.05 eV
**HOMO-LUMO gap**: 0.3719 Eh
**SMILES**: N=[N+]=CC(F)(F)F
**Spin multiplicity**: 1
**Charge**: +1

```
9
Properties=species:S:1:pos:R:3:forces:R:3:mulliken_charge:R:1
N -0.801106 -0.888543 0.888697 1.05 3.80 1.33 -0.4329
N -0.069541 -0.396741 0.118074 -1.15 -0.81 0.55 0.6344
C 0.707368 0.351627 -0.447262 3.44 0.89 -1.48 -0.2282
C 2.433512 -0.047255 -0.145048 -2.88 1.83 2.71 0.8157
F 2.704998 -1.030857 -0.860527 0.71 -1.99 -2.24 -0.1428
F 3.176994 0.999693 -0.383381 -0.51 -0.40 0.33 -0.1478
F 2.438777 -0.460655 1.144284 0.22 1.02 -0.86 -0.1951
H -1.041253 -1.812364 0.946376 -0.95 -3.56 -0.91 0.3183
H 0.431773 1.070266 -1.253696 0.05 -0.79 0.58 0.3785
```
Forces are in eV/Å.

***

2.
This record from the OMol25 dataset describes 2 unconnected molecules or ions with the total composition C2H2F3N3O at a distorted geometry. The level of theory is ωB97M-V/def2-TZVPD.

**Strongest force on any atom**: 0.054 hartree/bohr
**LUMO (alpha / beta)**: -3.18 / -3.00 eV
**HOMO-LUMO gap (alpha / beta)**: 0.2698 / 0.2982 Eh
**Spin multiplicity**: 1

```
11
Properties=species:S:1:pos:R:3:forces:R:3:mulliken_charge:R:1
C -0.864840 -1.842967 -0.037177 -0.23 -0.61 0.76 0.5283
C 1.589089 0.682809 0.079473 0.60 0.78 -0.96 0.8776
N -0.818258 -2.973276 0.163094 -0.05 -0.50 0.13 -0.3048
N -1.712559 0.283489 -0.089600 -0.17 -0.41 0.51 -0.1126
N -0.879081 -0.597707 -0.437168 1.22 2.41 -0.61 -0.0960
O 0.854960 -0.057663 0.791237 -1.52 -1.40 0.32 -0.5919
F 1.698896 0.297359 -1.226092 0.04 -0.25 -0.26 -0.2884
F 2.857105 0.806517 0.524702 0.11 -0.03 0.26 -0.2707
F 1.120749 1.982036 -0.022919 -0.24 0.33 0.05 -0.3111
H -2.256312 0.222534 0.775480 0.19 -0.10 -0.19 0.2787
H -1.589748 1.196868 -0.521032 0.04 -0.23 -0.03 0.2908
```
Forces are in eV/Å.

***

3.
This record from the OMol25 dataset describes 2 unconnected molecules or ions with the total composition C2H2F3NO2 at a distorted geometry. The level of theory is ωB97M-V/def2-TZVPD.

**Strongest force on any atom**: 0.125 hartree/bohr
**LUMO**: 0.44 eV
**HOMO-LUMO gap**: 0.4146 Eh
**SMILES**: C#[N+][O-].OC(F)(F)F
**Spin multiplicity**: 1

```
10
Properties=species:S:1:pos:R:3:forces:R:3:mulliken_charge:R:1
C 2.045195 0.658518 0.871962 -0.66 -4.14 -3.85 -0.1099
N 1.761299 -0.179259 0.065143 1.30 4.00 4.87 0.4281
O 1.449330 -1.202813 -0.426074 -0.06 -1.71 -1.63 -0.6847
H 1.914049 1.604931 1.237829 -0.02 1.87 0.66 0.3562
O -1.153711 -1.017629 -0.916042 -2.96 -0.80 -0.96 -0.4639
C -1.408738 0.056180 -0.228984 0.85 0.34 0.95 0.7363
F -0.858751 1.122158 -0.875546 -0.93 0.45 0.53 -0.2412
F -2.698826 0.193565 0.032351 0.16 0.56 -0.65 -0.2206
F -0.781270 0.009077 0.990474 -0.25 0.31 -0.07 -0.2608
H -0.268576 -1.244732 -0.751110 2.56 -0.87 0.15 0.4606
```
Forces are in eV/Å.

***

4.
This record from the OMol25 dataset describes a single C2H2F3OP molecule at a distorted geometry. The level of theory is ωB97M-V/def2-TZVPD.

**Strongest force on any atom**: 0.190 hartree/bohr
**LUMO (alpha / beta)**: -1.24 / -1.24 eV
**HOMO-LUMO gap (alpha / beta)**: 0.3336 / 0.3337 Eh
**SMILES**: O=C(P)C(F)(F)F
**Spin multiplicity**: 1

```
9
Properties=species:S:1:pos:R:3:forces:R:3:mulliken_charge:R:1
O 0.254393 1.945942 -0.141265 -2.66 -8.66 0.32 -0.4890
C -0.106901 0.558663 -0.062038 2.86 9.33 -0.25 0.2226
P -1.585517 -0.107387 0.597200 -0.81 -0.59 0.61 -0.0948
C 1.147384 -0.310526 -0.107515 1.01 -0.09 -0.51 0.8399
F 1.850993 -0.087292 -1.231327 -0.54 -0.22 0.34 -0.2263
F 1.942134 0.058582 0.916247 -0.53 -0.77 -0.25 -0.2155
F 0.896055 -1.656335 -0.053603 0.12 1.15 0.25 -0.2528
H -1.665424 -1.163155 -0.339247 -0.49 0.22 0.08 0.0980
H -2.733113 0.761506 0.421548 1.05 -0.36 -0.59 0.1180
```
Forces are in eV/Å.

***

5.
This record from the OMol25 dataset describes a molecular structure, C2H2FGdO2 at a distorted geometry. The level of theory is ωB97M-V/def2-TZVPD.

**Strongest force on any atom**: 0.068 hartree/bohr
**LUMO (alpha / beta)**: -10.79 / -14.96 eV
**HOMO-LUMO gap (alpha / beta)**: 0.3491 / 0.1971 Eh
**Spin multiplicity**: 8
**Charge**: +2
**⟨S²⟩**: 16.07

```
8
Properties=species:S:1:pos:R:3:forces:R:3:mulliken_spin:R:1
H 1.814999 -0.153364 -1.014375 0.08 1.93 1.42 -0.0006
O -0.144443 -0.250144 -2.989613 1.37 0.01 0.48 0.0040
C 0.687764 0.202202 -2.375552 -2.47 0.61 -1.62 0.0001
C 1.314991 0.914360 -1.196496 2.36 -2.18 -1.43 -0.0019
O 0.372092 1.401541 -0.422063 -1.74 -0.30 0.07 -0.0190
H 2.053182 1.617654 -1.632158 0.05 -0.42 0.45 -0.0008
F -3.867022 1.876271 -0.070995 0.58 -0.11 -0.11 0.2687
Gd -1.860818 1.650952 -0.280423 -0.24 0.46 0.73 6.7494
```
Forces are in eV/Å.

***

6.
This record from the OMol25 dataset describes 2 unconnected molecules or ions with the total composition C2H2FI at a distorted geometry. The level of theory is ωB97M-V/def2-TZVPD.

**Strongest force on any atom**: 0.043 hartree/bohr
**LUMO (alpha / beta)**: 0.17 / -0.40 eV
**HOMO-LUMO gap (alpha / beta)**: 0.3182 / 0.2837 Eh
**Spin multiplicity**: 1

```
6
Properties=species:S:1:pos:R:3:forces:R:3:mulliken_charge:R:1
C 1.649276 -1.533475 -0.332944 0.85 1.36 -0.60 0.0529
C -0.271269 0.965532 0.001668 -1.31 -1.65 0.36 -0.7675
F 0.946464 -2.438073 0.132586 -0.98 -1.13 0.61 -0.0080
I -2.155602 0.147184 -0.075489 -0.10 -0.21 -0.26 0.0845
H -0.079739 1.667747 -0.722760 0.63 1.29 -1.68 0.3231
H -0.089129 1.191085 0.996938 0.90 0.35 1.58 0.3149
```
Forces are in eV/Å.

***

What did the sixth record say?
This record from the OMol25 dataset describes 2 unconnected molecules or ions with the total composition C2H2FI at a distorted geometry. The level of theory is ωB97M-V/def2-TZVPD.

**Strongest force on any atom**: 0.043 hartree/bohr
**LUMO (alpha / beta)**: 0.17 / -0.40 eV
**HOMO-LUMO gap (alpha / beta)**: 0.3182 / 0.2837 Eh
**Spin multiplicity**: 1

```
6
Properties=species:S:1:pos:R:3:forces:R:3:mulliken_charge:R:1
C 1.649276 -1.533475 -0.332944 0.85 1.36 -0.60 0.0529
C -0.271269 0.965532 0.001668 -1.31 -1.65 0.36 -0.7675
F 0.946464 -2.438073 0.132586 -0.98 -1.13 0.61 -0.0080
I -2.155602 0.147184 -0.075489 -0.10 -0.21 -0.26 0.0845
H -0.079739 1.667747 -0.722760 0.63 1.29 -1.68 0.3231
H -0.089129 1.191085 0.996938 0.90 0.35 1.58 0.3149
```
Forces are in eV/Å.

***

What is the spin multiplicity in the fourth record?
1